Entry 1:
Below is a structure of composition C28H63N3O4Zn2, with properties calculated with the ωB97M-V functional and the def2-TZVPD basis.

Results
Spin multiplicity: 2
LUMO (alpha / beta) in eV: -8.17 / -8.16
Net charge: +3
E_HOMO (alpha / beta) in eV: -12.367 / -15.199

The geometry in XYZ format:
```
100
Properties=species:S:1:pos:R:3:mulliken_charge:R:1
Zn -2.652 -3.145 0.355 0.621
Zn -4.516 -1.067 -0.817 0.297
O -2.618 -1.014 0.140 -0.200
O -2.322 -3.488 -1.599 -0.485
O -3.504 -1.947 -2.461 -0.516
O -4.753 -3.085 0.241 -0.402
N 0.863 -0.180 4.535 0.357
N 1.937 -2.758 -1.808 0.646
N -0.709 4.779 -3.025 0.191
C -2.752 -2.922 -2.579 0.785
C 1.126 2.045 3.364 -0.373
C 0.210 -3.296 5.903 -1.218
C 1.714 -0.363 -1.154 0.830
C -1.245 2.549 -3.486 -1.002
C -0.386 0.730 4.663 -0.789
C -5.645 -3.400 1.292 -0.743
C -0.183 2.100 4.056 -0.728
C 1.149 -0.876 5.799 -0.554
C -0.779 2.547 -2.085 1.161
C 1.455 -6.144 0.170 -1.402
C 1.911 0.956 4.179 -0.760
C 1.205 -3.971 -1.061 -0.905
C 0.067 -1.798 6.281 -0.682
C 1.521 8.135 -3.098 -1.230
C -2.177 5.379 -3.110 -0.861
C 0.661 6.989 -2.410 -0.452
C 0.399 5.871 -3.382 -0.661
C 2.021 -5.245 -0.983 -0.270
C -0.630 3.702 -4.078 -0.614
C -2.413 -3.595 -3.868 -1.135
C 0.990 -1.502 -1.948 -0.061
C -0.536 4.026 -1.656 -0.838
C 2.325 -3.245 -3.177 -1.080
C 1.043 -1.242 3.383 -0.743
C 3.197 -0.798 -0.944 -1.026
C 3.134 -2.254 -0.952 -0.659
C -1.644 -0.178 0.698 1.045
H 1.021 8.381 -4.036 0.364
H 1.395 -0.352 -0.112 -0.731
H 1.674 2.983 3.453 0.440
H 0.855 -0.680 2.467 0.123
H 0.433 -6.057 0.538 0.331
H -0.976 1.602 -3.955 0.433
H -0.902 -1.439 5.934 0.324
H 1.121 1.764 2.311 0.078
H -1.819 0.215 1.700 0.412
H 1.810 -5.737 -1.932 0.416
H 2.904 -2.640 0.041 0.358
H 0.914 -1.210 -2.996 0.241
H 2.543 7.764 -3.178 0.341
H 0.209 -3.611 4.859 0.305
H -0.672 -0.656 0.579 -0.598
H 2.280 1.349 5.127 0.453
H -0.024 -1.625 -1.567 -0.309
H 0.451 4.213 -1.234 0.339
H 1.980 -5.909 1.095 0.386
H -3.250 -3.679 -4.561 0.390
H 0.662 -3.725 -0.149 0.293
H 2.860 -2.417 -3.643 0.486
H 2.040 -1.679 3.323 0.215
H -1.548 -3.099 -4.309 0.243
H 0.151 6.330 -4.340 0.389
H 3.885 -0.434 -1.707 0.418
H -0.962 2.559 3.447 0.361
H -2.043 6.106 -3.911 0.350
H -5.115 -3.918 2.091 0.214
H 0.299 -4.108 -1.651 0.510
H -0.014 -1.764 7.367 0.482
H 0.185 2.043 -2.012 -0.478
H 2.155 -1.244 5.596 0.601
H 3.076 -5.108 -0.744 0.288
H 1.446 9.066 -2.536 0.386
H 0.185 -1.870 3.620 0.331
H 1.078 -3.718 6.411 0.332
H 3.046 -4.063 -3.181 0.368
H -1.524 0.749 0.137 -0.466
H -6.568 -3.839 0.912 0.255
H -0.629 -3.792 6.390 0.402
H -1.056 4.068 -5.013 0.407
H -0.895 0.892 5.614 0.399
H -0.052 2.859 4.827 0.381
H 1.195 6.663 -1.517 0.282
H 1.166 -0.087 6.551 0.461
H -1.072 0.128 4.067 0.429
H -0.287 7.391 -2.054 0.440
H -5.968 -2.483 1.785 0.291
H -1.887 -4.528 -3.665 0.337
H 1.801 -7.171 0.050 0.387
H 0.457 3.693 -4.155 0.427
H -2.957 4.654 -3.341 0.331
H 4.050 -2.754 -1.266 0.422
H -1.447 2.022 -1.403 -0.340
H 3.489 -0.436 0.043 0.367
H 1.362 5.361 -3.356 0.328
H -1.255 4.465 -0.963 0.217
H 2.831 0.703 3.652 0.362
H -2.332 2.601 -3.542 0.397
H 1.610 0.658 -1.520 0.313
H -2.257 5.844 -2.127 0.400
H 1.430 -3.587 -3.697 0.344
```


Entry 2:
Below is a cluster of 10 separate species, C28H64N19O19P in total, with properties calculated with the ωB97M-V functional and the def2-TZVPD basis.

Results
LUMO in eV: -0.90
Net charge: 0
E_HOMO in eV: -9.577
Structure (SMILES): CCOCCOCCOCC1=C(C)C(=O)C(CP(=O)(O)O)=C(N(C(C)=O)C(C)=O)C1=O.NC(N)=O.NC(N)=O.NC(N)=O.NC(N)=O.NC(N)=O.NC(N)=O.NC(N)=O.NC(N)=O.NC(N)=O
Relative energy (zero: lowest compared OMol25 entry of this formula, charge and spin) in kcal/mol: 0.0

The geometry in XYZ format:
```
131
Properties=species:S:1:pos:R:3:mulliken_charge:R:1
P 2.162 1.105 1.906 0.726
O -3.515 -2.008 1.336 -0.280
O 9.158 -3.459 4.008 -0.667
O -4.830 -2.288 -5.505 -0.696
O 3.761 -3.259 2.793 -0.716
O -2.367 4.109 -0.480 -0.631
O -1.719 1.861 -2.410 -0.353
O 0.813 0.485 1.930 -0.525
O -1.486 2.137 -7.781 -0.657
O 2.564 1.326 3.458 -0.572
O 8.631 -7.664 1.170 -0.656
O 0.637 5.938 -4.772 -0.612
O 4.740 -4.224 -1.844 -0.694
O 3.158 0.062 1.129 -0.482
O 1.688 0.636 -1.327 -0.643
O -5.455 0.400 -0.533 -0.232
O -4.422 2.333 0.740 -0.065
O 0.608 4.377 3.032 -0.576
O -4.997 8.126 2.128 -0.667
O -2.793 -4.864 4.334 -0.600
N -2.024 0.015 -8.375 -0.377
N 5.064 -1.408 2.918 -0.305
N -6.191 -1.643 -3.806 -0.342
N 3.885 -3.294 0.039 -0.087
N 11.298 -3.838 3.376 -0.420
N 3.833 -2.149 -1.966 -0.279
N 2.720 6.165 -5.636 -0.384
N -4.004 -0.955 -3.870 -0.156
N -3.187 1.089 -6.709 -0.335
N 9.917 -2.546 2.073 -0.361
N -4.180 -6.436 5.200 -0.437
N 6.604 -7.714 0.159 -0.358
N 0.213 2.376 -1.207 0.736
N -3.240 6.692 2.282 -0.276
N 5.946 -3.485 3.354 -0.202
N 6.911 -6.521 2.103 -0.313
N -4.862 -5.101 3.449 -0.325
N 0.893 6.998 -6.757 -0.411
N -4.294 6.993 0.286 -0.305
C -1.441 3.180 2.692 1.238
C -0.374 -0.123 -0.551 -0.453
C -0.018 3.635 2.352 -0.144
C 4.853 -2.752 3.009 0.657
C -1.785 2.923 4.145 -1.736
C -3.871 -5.430 4.330 0.614
C 1.367 6.340 -5.662 0.648
C -4.997 -1.671 -4.463 0.629
C -1.722 3.440 0.263 0.271
C 10.065 -3.291 3.204 0.726
C -2.185 1.148 -7.632 0.628
C -0.303 2.935 0.003 0.153
C 1.985 2.707 0.975 -1.146
C -5.835 2.347 0.931 -0.851
C -3.739 2.666 1.929 -1.573
C -1.721 -3.031 2.682 -1.410
C 0.577 0.961 -1.041 -0.214
C -6.440 1.322 -0.112 -0.666
C 0.520 3.073 1.029 0.485
C -5.299 -0.642 0.434 -0.526
C -2.286 3.076 1.668 0.881
C 4.190 -3.286 -1.293 0.515
C -2.103 -2.089 1.524 0.596
C 7.462 -7.324 1.145 0.588
C -3.854 -1.155 0.257 0.319
C -0.695 2.448 -2.357 0.475
C -0.344 3.363 -3.547 -1.260
C -4.237 7.331 1.604 0.588
H -6.794 1.877 -0.996 0.359
H 2.575 3.457 1.535 0.642
H -5.320 -0.206 1.451 0.214
H 5.823 -4.476 3.430 0.169
H 6.854 -3.092 3.534 0.100
H 5.949 -0.969 3.088 0.127
H -1.208 0.282 0.031 -0.445
H -6.950 -2.159 -4.213 0.198
H 7.515 -6.213 2.845 0.173
H 4.043 -2.113 -2.947 0.181
H -1.253 3.567 -4.125 0.393
H 5.952 -6.229 2.101 0.172
H -6.035 -1.452 0.284 0.350
H 12.056 -3.717 2.731 0.157
H 9.019 -2.129 1.911 0.177
H -5.000 7.431 -0.277 0.181
H -3.820 1.875 2.702 0.341
H -2.589 -0.807 -8.266 0.176
H -6.226 3.368 0.772 0.388
H -3.772 0.283 -6.572 0.157
H -3.666 6.335 -0.141 0.194
H -5.757 -5.550 3.425 0.159
H -4.667 -4.362 2.794 0.205
H -3.740 -1.684 -0.712 0.177
H 2.810 -0.170 0.251 0.228
H 1.474 7.336 -7.500 0.156
H -1.627 -2.399 0.568 0.201
H -3.227 -0.242 0.280 -0.295
H 10.648 -2.400 1.403 0.163
H -5.062 -6.913 5.210 0.144
H -1.296 0.020 -9.066 0.211
H -6.114 2.009 1.952 0.428
H -4.120 -0.439 -3.015 0.080
H -2.281 -2.726 3.577 0.329
H -0.099 7.143 -6.810 0.219
H -0.639 -2.909 2.876 0.310
H 3.433 -2.539 0.518 0.086
H 3.379 -1.365 -1.538 0.185
H 5.639 -7.443 0.119 0.170
H 1.921 0.787 3.955 0.357
H -1.954 -4.066 2.413 0.324
H 4.134 -4.115 0.560 0.094
H -4.241 3.570 2.353 0.492
H 3.104 5.684 -4.843 0.207
H -1.744 -1.075 1.811 -0.039
H 4.276 -0.840 2.664 0.291
H 0.382 2.811 -4.167 0.288
H -0.690 -0.707 -1.432 0.731
H 6.975 -8.304 -0.563 0.211
H -2.661 2.270 4.270 0.419
H 11.443 -4.395 4.199 0.218
H 0.036 4.326 -3.178 0.354
H -0.958 2.425 4.684 0.325
H -6.344 -1.141 -2.950 0.196
H 2.361 2.539 -0.044 0.462
H -1.967 3.862 4.701 0.295
H 3.338 6.487 -6.356 0.161
H -3.473 -6.703 5.860 0.223
H -3.141 6.893 3.261 0.169
H -2.614 6.039 1.850 0.135
H 0.203 -0.797 0.101 0.342
H -3.336 1.903 -6.142 0.175
H -3.108 -0.950 -4.325 0.151
H -7.258 0.752 0.366 0.364
```


Entry 3:
Below is a cluster of 5 separate species, C28H65Br2N5O4S in total, with properties calculated with the ωB97M-V functional and the def2-TZVPD basis.

Results
LUMO in eV: -0.43
Net charge: 0
E_HOMO in eV: -7.811

The geometry in XYZ format:
```
105
Properties=species:S:1:pos:R:3:mulliken_charge:R:1
Br 3.048 -0.685 0.986 -0.111
Br 0.198 -2.116 4.402 -0.089
S -0.980 -1.627 1.493 0.278
O -2.466 -0.796 1.620 -0.018
O 0.194 -0.590 1.978 0.346
O -0.765 -1.793 0.070 -0.550
O -3.845 -3.610 2.019 -0.395
N 3.983 3.244 -0.547 0.431
N -1.197 0.125 -4.234 0.211
N -1.456 -6.373 -1.247 0.164
N 0.002 2.927 4.464 0.464
N -3.484 -1.505 0.929 -0.607
C 3.157 4.291 1.547 -1.108
C -1.491 -4.921 -1.328 -0.512
C -2.605 -4.277 -2.159 -0.703
C 3.154 5.230 -1.935 -1.243
C -2.111 -0.316 -5.274 -0.632
C -3.675 -2.638 1.419 0.950
C -3.502 0.326 -5.333 -0.992
C 4.344 3.998 0.639 -0.669
C 1.464 4.889 4.889 -1.601
C 0.367 1.895 -3.470 -1.279
C 2.937 3.820 -1.376 -0.496
C -2.029 -7.220 -3.594 -0.983
C 1.090 -1.065 2.989 -0.666
C -2.613 -6.938 -0.577 -0.163
C -1.021 -7.062 -2.450 -0.704
C 2.299 -1.800 2.403 0.144
C -0.944 2.297 3.557 -0.303
C -2.622 0.414 -2.127 -0.634
C -1.512 -0.321 -2.885 -0.287
C -2.443 -8.408 -0.221 -1.516
C -0.807 1.516 -4.362 -0.542
C -2.384 2.818 3.534 -1.418
C 5.132 2.715 -1.266 -0.681
C 6.109 3.714 -1.895 -1.129
C 2.058 -3.244 1.960 -1.268
C -1.289 3.356 6.634 -1.067
C -0.178 2.623 5.874 -0.619
C 0.265 4.319 4.145 -0.413
H -1.744 -1.387 -2.911 -0.126
H 4.845 4.947 0.393 0.237
H 1.677 5.896 4.526 0.440
H -0.124 -6.567 -2.829 0.347
H -1.131 3.246 7.709 0.391
H -3.615 0.113 -2.459 0.266
H -0.506 1.692 -5.399 0.491
H 0.769 2.820 6.385 0.441
H -2.945 2.504 4.414 0.325
H 3.835 5.234 -2.786 0.315
H -0.599 -0.261 -2.288 0.224
H -1.568 -4.532 -0.306 0.164
H 1.285 4.963 5.963 0.398
H -2.557 0.172 -1.065 -0.036
H -2.152 -6.298 -4.162 0.289
H 3.539 5.921 -1.184 0.298
H -2.398 -9.042 -1.108 0.314
H 5.697 2.084 -0.571 0.397
H -0.323 1.544 5.982 0.272
H -2.274 2.947 6.415 0.280
H -0.525 -4.562 -1.692 0.308
H 2.730 3.135 -2.202 0.223
H -2.542 1.499 -2.218 0.347
H -1.671 -7.977 -4.295 0.377
H 5.698 4.177 -2.791 0.235
H -0.608 4.962 4.335 0.286
H 0.683 2.917 -3.691 0.473
H -3.588 -4.690 -1.925 0.310
H -3.293 -8.743 0.374 0.446
H 0.476 4.389 3.075 0.479
H -2.769 -6.388 0.356 0.315
H -2.225 -1.402 -5.202 0.300
H -3.535 -6.821 -1.167 0.266
H 2.445 4.977 1.084 0.284
H 2.203 5.634 -2.289 0.409
H 3.505 4.759 2.469 0.440
H 2.060 -3.941 2.801 0.364
H 7.020 3.193 -2.197 0.410
H -1.643 2.204 -4.158 0.284
H 3.038 -1.835 3.207 0.476
H 2.352 4.277 4.725 0.301
H 2.631 3.371 1.813 0.217
H -3.010 -7.542 -3.243 0.247
H 1.172 -3.384 1.337 0.285
H -0.537 2.385 2.544 0.345
H -0.679 -8.059 -2.161 0.414
H -3.983 0.068 -6.280 0.410
H 2.913 -3.535 1.339 0.403
H -4.152 -0.037 -4.538 0.219
H -1.304 4.425 6.418 0.259
H 0.106 1.857 -2.411 0.238
H -2.430 3.905 3.460 0.310
H -0.962 1.223 3.759 0.022
H 1.448 -0.170 3.497 0.467
H 1.217 1.233 -3.642 0.319
H -3.457 1.414 -5.278 0.273
H 2.011 3.826 -0.793 0.329
H -1.537 -8.566 0.365 0.339
H -2.642 -3.206 -1.945 0.042
H 5.061 3.406 1.214 0.458
H 4.779 2.030 -2.043 0.375
H -1.619 -0.147 -6.238 0.430
H -2.429 -4.381 -3.229 0.235
H 6.401 4.501 -1.199 0.275
H -2.904 2.411 2.664 0.437
```


Entry 4:
Below is a structure of composition C28H66GaO3Si, with properties calculated with the ωB97M-V functional and the def2-TZVPD basis.

Results
LUMO in eV: 2.40
Net charge: -1
E_HOMO in eV: -4.899

The geometry in XYZ format:
```
99
Properties=species:S:1:pos:R:3:mulliken_charge:R:1
Ga -3.396 -2.722 0.778 0.552
Si -0.731 -0.905 4.924 0.516
O -7.145 1.329 -1.265 -0.597
O -5.439 0.253 -0.238 -0.202
O -0.369 -1.900 3.660 -0.403
C -0.805 0.869 4.296 -0.816
C -3.060 0.008 -0.561 0.741
C 1.736 -4.848 -1.769 -0.688
C 1.312 1.443 -1.933 -0.087
C -1.040 3.140 0.442 -0.430
C 0.929 -3.565 -1.943 -0.775
C 2.105 6.064 2.454 -1.306
C -1.404 -2.689 3.009 -0.662
C 1.529 0.685 -0.627 -1.028
C 0.733 -1.043 6.094 -1.108
C -6.865 1.633 1.099 -0.937
C -6.506 1.076 -0.260 0.617
C 3.618 -4.215 -3.407 -0.060
C -0.795 3.843 1.772 -0.169
C 0.216 5.969 0.738 -0.765
C -4.314 0.717 -1.024 -0.818
C 1.614 0.612 -3.177 -1.045
C -0.833 5.367 1.675 -1.014
C -2.599 -1.905 2.497 0.148
C 3.693 -6.544 -4.454 -1.235
C 3.236 -4.673 -1.998 -0.830
C -2.270 -1.391 5.873 -1.091
C 1.659 5.597 1.072 -0.052
C 3.060 0.128 -3.282 -0.352
C 3.130 -5.128 -4.530 -0.510
C 4.110 1.237 -3.253 -0.556
C 3.983 2.228 -4.406 -1.269
C -3.070 -1.512 -0.839 -0.663
H -2.357 -2.478 5.973 0.324
H 1.355 1.193 -4.067 0.404
H 1.344 -5.621 -2.437 0.316
H -0.890 -3.220 2.200 0.397
H -2.212 -0.968 6.884 0.382
H -6.063 1.495 1.821 0.266
H 0.003 5.666 -0.291 0.301
H 0.167 3.516 2.177 0.206
H 0.116 7.060 0.757 0.449
H 4.785 -6.530 -4.474 0.291
H 1.793 4.515 0.993 0.004
H 3.029 2.757 -4.377 0.288
H -1.681 1.435 4.620 0.408
H 3.234 -3.209 -3.578 -0.218
H 2.571 0.387 -0.497 0.413
H -0.812 0.818 3.202 -0.109
H -2.918 0.253 0.500 -0.119
H -4.224 1.804 -0.901 0.336
H 2.316 6.039 0.317 0.398
H 4.051 1.715 -5.368 0.307
H 3.382 -7.051 -3.539 0.280
H 3.747 -5.613 -1.770 0.353
H -3.172 -1.002 5.397 0.310
H 1.640 -0.747 5.553 0.266
H -0.124 -3.738 -1.719 0.328
H 1.915 2.357 -1.934 0.295
H 3.620 -3.941 -1.280 0.377
H -0.267 3.388 -0.288 0.003
H 3.351 -7.149 -5.295 0.386
H -1.824 5.677 1.329 0.392
H 4.775 2.978 -4.369 0.393
H -2.008 3.424 0.020 0.294
H -1.548 3.520 2.495 0.332
H -2.090 -1.795 -1.247 0.080
H 0.864 -2.089 6.395 0.264
H 0.114 1.388 4.587 0.432
H -3.818 -1.724 -1.614 0.389
H 5.102 0.777 -3.285 0.422
H 1.258 1.304 0.230 0.219
H -2.327 -0.864 2.294 -0.292
H 0.268 1.766 -1.982 0.261
H -7.757 1.120 1.465 0.294
H 3.171 -0.439 -4.213 0.425
H -7.096 2.695 0.990 0.307
H 3.413 -4.683 -5.488 0.411
H 3.268 -0.578 -2.474 0.171
H -2.235 0.487 -1.111 -0.337
H 1.516 5.597 3.245 0.285
H -4.982 -3.001 0.964 -0.463
H -3.410 -1.928 3.235 0.204
H 0.615 -0.412 6.980 0.312
H 2.038 -5.170 -4.527 0.263
H 0.955 -0.262 -3.186 0.319
H 3.151 5.813 2.634 0.402
H 1.998 7.147 2.552 0.297
H 0.913 -0.215 -0.594 0.153
H -0.718 5.791 2.676 0.351
H -1.742 -3.462 3.715 0.177
H -4.516 0.503 -2.079 0.295
H 0.995 -3.176 -2.962 0.288
H 4.057 1.775 -2.302 0.251
H 4.710 -4.135 -3.465 0.463
H -2.665 -4.160 0.549 -0.410
H 1.583 -5.223 -0.754 0.386
H -1.036 2.056 0.564 0.047
H 1.287 -2.789 -1.262 0.172
```